The following is a DFT calculation (wB97M-V/def2-TZVPD) of C10H13ClO2SSn as an isolated structure.

Its charge is +2. Its largest force on an atom is 6.98 eV Å⁻¹. Its HOMO energy (spin up / spin down) is -13.97 / -13.82 eV. For the energy above the lowest of the compared OMol25 structures with the same formula, charge and spin, the calculation gives 464.86 kJ/mol. For the HOMO-LUMO gap (spin up / spin down), the calculation gives 3.21 / 2.97 eV.

Last column: Löwdin charge in e.
Element x y z (Å)
Cl1 -2.16431 4.21931 -2.07622  -0.347
C1 -0.67246 -1.33973 -1.10705  -0.127
C2 0.77324 -1.52024 -0.93242  -0.116
C3 1.45310 -0.52453 -1.75512  -0.059
H1 1.24265 -2.25940 -0.33214  0.127
C4 0.43816 0.28373 -2.46020  -0.319
C5 -0.87599 -0.22421 -2.03087  -0.046
H2 -1.81130 0.16656 -2.35509  0.145
H3 -1.43760 -1.91651 -0.65123  0.120
H4 2.50540 -0.38744 -1.84347  0.140
C6 0.68936 1.36442 -3.39521  -0.011
Sn1 0.20242 0.56638 -0.10993  1.116
C7 1.79812 1.52449 0.82056  0.030
O1 2.71379 2.00662 1.31578  0.315
C8 -1.28515 1.92018 0.47357  -0.103
O2 -2.14341 2.62155 0.78833  0.224
H5 1.63736 1.86703 -3.17097  0.113
H6 -0.11940 2.10442 -3.36765  0.078
H7 0.75231 0.95625 -4.41069  0.133
C9 -1.71291 -1.49858 3.26042  -0.270
S1 -0.78869 -0.69097 1.95064  0.801
C10 0.87758 -1.00945 2.62027  -0.325
H8 -2.74956 -1.30408 3.08349  0.057
H9 -1.40668 -1.05445 4.20518  0.077
H10 -1.51482 -2.56788 3.19050  0.077
H11 1.16155 -0.18772 3.28817  0.071
H12 0.83271 -1.95640 3.16737  0.077
H13 1.60452 -1.15935 1.83396  0.022

The following is a DFT calculation (wB97M-V/def2-TZVPD) of one molecule with the formula C10H13ClSi.

Its largest force on an atom is 5.78 eV Å⁻¹. Its HOMO energy is -8.52 eV. For the energy above the lowest of the compared OMol25 structures with the same formula, charge and spin, the calculation gives 467.69 kJ/mol. For the HOMO-LUMO gap, the calculation gives 8.99 eV.

Last column: Löwdin charge in e.
Element x y z (Å)
C1 2.34063 1.76168 0.96225  -0.244
Si1 1.35424 0.94544 -0.42615  0.546
C2 2.18081 -0.78694 -0.75704  -0.222
C3 -0.33318 0.35923 0.14556  -0.296
C4 -1.36650 1.38522 0.13465  -0.621
Cl1 -0.95273 3.01460 -0.23333  0.685
C5 -2.75681 1.12723 0.70332  -0.082
C6 -3.58079 0.24927 0.10702  -0.084
C7 -3.23525 -0.51094 -1.08079  -0.138
C8 -2.35856 -1.48080 -1.04938  -0.105
C9 -1.58281 -1.73543 0.20092  -0.093
C10 -0.60309 -0.96847 0.65783  -0.149
H1 1.64597 1.87293 1.86773  0.043
H2 3.20182 1.09306 1.22322  0.023
H3 2.73631 2.82182 0.63227  0.059
H4 1.49038 1.79736 -1.54652  -0.036
H5 3.01845 -0.89753 -1.50510  0.034
H6 2.46958 -1.09531 0.26027  0.016
H7 1.43229 -1.50493 -1.17334  0.023
H8 -2.99371 1.76688 1.41380  0.047
H9 -4.63950 0.17589 0.32352  0.110
H10 -3.70661 -0.24554 -2.07334  0.132
H11 -2.25705 -2.02856 -1.98496  0.110
H12 -1.64459 -2.82311 0.47972  0.119
H13 0.14563 -1.34189 1.39123  0.126

The following is a DFT calculation (wB97M-V/def2-TZVPD) of C10H13CsNO4S as an isolated structure.

Its charge is +1. Its largest force on an atom is 17.58 eV Å⁻¹. Its HOMO energy is -12.54 eV. For the HOMO-LUMO gap, the calculation gives 9.44 eV.

Last column: Löwdin charge in e.
Element x y z (Å)
Cs1 -1.31398 -0.36322 1.32084  1.933
C1 -2.35708 3.43583 1.59907  -0.080
C2 -1.71929 2.38961 1.01811  -0.254
C3 -0.58710 2.61864 0.14936  -0.013
C4 -0.28899 3.92965 -0.25708  -0.112
C5 -1.06201 5.00907 0.25382  0.030
C6 -2.04106 4.75582 1.23762  -0.034
N1 0.69498 4.23776 -1.31849  -0.365
O1 0.78071 3.40973 -2.22296  0.077
O2 1.32915 5.24482 -1.30755  0.123
H1 -3.12429 3.30732 2.34825  0.115
H2 -2.04429 1.39916 1.30059  -0.207
H3 -0.05692 1.77214 -0.26143  0.081
H4 -0.98612 6.04272 -0.04980  0.123
H5 -2.69580 5.54296 1.58131  0.113
C7 0.51896 -4.72414 -0.22507  -0.220
C8 1.99779 -4.41348 -0.32332  -0.183
C9 2.23641 -2.89605 0.14449  -0.148
S1 0.68399 -2.04258 -0.33029  0.742
O3 0.90230 -1.12747 -1.41732  -0.293
O4 0.04769 -1.53359 0.92012  -1.211
C10 -0.19748 -3.60741 -1.02268  -0.144
H6 0.14670 -4.63510 0.79552  0.119
H7 0.22311 -5.68307 -0.65057  0.131
H8 2.23933 -4.58305 -1.37261  0.122
H9 2.59338 -5.11509 0.26074  0.123
H10 3.09863 -2.48299 -0.37902  0.114
H11 2.24619 -2.82852 1.23235  0.103
H12 0.01329 -3.56222 -2.09116  0.111
H13 -1.27817 -3.49735 -0.93272  0.104

The following is a DFT calculation (wB97M-V/def2-TZVPD) of a 2-piece molecular cluster, C10H13F2IP overall.

Its charge is +1. Its largest force on an atom is 5.59 eV Å⁻¹. Its HOMO energy (spin up / spin down) is -13.00 / -12.79 eV. For the energy above the lowest of the compared OMol25 structures with the same formula, charge and spin, the calculation gives 384.69 kJ/mol. For the HOMO-LUMO gap (spin up / spin down), the calculation gives 5.39 / 5.18 eV.

Last column: Löwdin charge in e.
Element x y z (Å)
C1 -1.29884 1.60605 -0.31922  0.051
C2 -1.80291 -0.76457 -0.80344  0.038
C3 0.02268 1.31925 -0.10240  0.002
C4 -0.43709 -1.00109 -0.60507  0.054
C5 -2.18821 0.58620 -0.84774  -0.229
C6 0.44632 0.01207 -0.26677  -0.128
C7 2.08227 -1.62909 0.96178  -0.010
C8 2.50129 0.84870 0.89076  -0.082
C9 -3.53037 0.97987 -1.26214  -0.314
C10 1.83602 -0.33760 0.19166  -0.381
F1 -3.96980 3.86777 -0.09352  -0.070
F2 -4.14718 0.99575 1.39643  -0.360
P1 -5.01441 1.08053 0.08733  0.537
I1 -5.89971 -1.16291 0.03784  0.503
H1 -1.60475 2.65824 -0.22911  0.131
H2 -2.43531 -1.50472 -1.15848  0.100
H3 0.51477 2.11946 0.43752  0.125
H4 -0.19384 -2.01168 -0.78288  0.123
H5 3.12613 -1.54990 1.14769  0.075
H6 1.64250 -2.48204 0.63699  0.044
H7 1.64958 -1.23237 1.93545  0.128
H8 2.69495 1.63726 0.21723  0.072
H9 3.47206 0.43744 1.23402  0.101
H10 1.83354 1.16710 1.74872  0.115
H11 -3.56996 2.07555 -1.57062  0.085
H12 -3.72997 0.18078 -2.00649  0.091
H13 2.45601 -0.22424 -0.79938  0.202

The following is a DFT calculation (wB97M-V/def2-TZVPD) of an isolated ion of composition C10H13FN3 and charge +1.

Its charge is +1. Its largest force on an atom is 3.63 eV Å⁻¹. Its HOMO energy is -12.67 eV. For the energy above the lowest of the compared OMol25 structures with the same formula, charge and spin, the calculation gives 44.37 kJ/mol. For the HOMO-LUMO gap, the calculation gives 9.09 eV.

Last column: Löwdin charge in e.
Element x y z (Å)
C1 -3.17633 1.23259 3.74777  -0.154
N1 -2.14445 1.52315 2.85127  0.011
C2 -1.79122 0.53487 2.09752  -0.119
C3 -0.72513 0.81339 1.14559  -0.220
N2 -0.21083 1.98650 1.06637  0.187
F1 0.72323 2.03777 -0.02211  -0.137
C4 -0.31416 -0.19027 0.06825  -0.131
C5 -1.35221 -0.77415 -0.63153  -0.007
C6 -0.96282 -1.44104 -1.77548  -0.035
C7 0.36801 -1.62409 -2.13154  0.002
C8 1.34863 -1.00627 -1.36346  -0.262
C9 2.75518 -0.91695 -1.93070  -0.112
N3 3.09523 0.52680 -1.93272  0.187
C10 1.08273 -0.41466 -0.17096  -0.001
H1 -3.11191 1.81290 4.67007  0.083
H2 -4.13841 1.20315 3.15374  0.113
H3 -3.21201 0.12325 4.07933  0.100
H4 -2.26297 -0.51180 2.19878  0.156
H5 -2.41362 -0.66630 -0.54558  0.128
H6 -1.79653 -1.79146 -2.30739  0.103
H7 0.89977 -2.05597 -2.96797  0.115
H8 3.26458 -1.55755 -1.25343  0.136
H9 2.88444 -1.30374 -2.97979  0.155
H10 2.84967 0.82351 -1.02114  0.103
H11 2.40832 1.21228 -2.46340  0.247
H12 4.13539 0.55327 -2.17739  0.211
H13 1.79743 -0.12918 0.59591  0.142

The following is a DFT calculation (wB97M-V/def2-TZVPD) of C10H13HoNPS as an isolated structure.

Its largest force on an atom is 6.91 eV Å⁻¹. Its multiplicity is 5. Its HOMO energy (spin up / spin down) is -4.74 / -6.66 eV. For the HOMO-LUMO gap (spin up / spin down), the calculation gives 4.11 / 6.20 eV.

Last column: Löwdin charge in e.
Element x y z (Å)
C1 0.56478 -0.16273 -3.48037  -0.210
C2 -0.65363 0.30634 -4.07743  -0.286
C3 -0.77129 1.74896 -3.93838  -0.229
C4 0.28622 2.24444 -3.12785  -0.300
C5 1.18928 1.24571 -2.68539  -0.220
Ho1 -0.68570 0.61413 -1.73206  0.777
P1 0.05676 -1.77124 -0.54721  0.695
H1 0.66618 -1.28367 -3.58108  0.080
H2 -1.64244 -0.25815 -4.41399  0.147
H3 -1.56021 2.37650 -4.34872  0.098
H4 2.01768 1.74733 -2.14064  0.102
H5 0.23714 3.35256 -2.80261  0.147
H6 1.35429 -2.00848 0.01699  -0.084
H7 0.21602 -2.78513 -1.56103  -0.117
H8 -0.70835 -2.63827 0.29510  -0.114
S1 -0.29581 1.65741 0.74999  0.458
C6 -0.08090 0.66963 2.14557  -0.808
N1 -1.14281 -0.21489 2.39833  -0.052
C7 -1.02271 -1.19324 3.39021  -0.166
C8 -0.04414 -1.11322 4.32339  -0.150
C9 1.05953 -0.26732 4.10075  -0.141
C10 1.00177 0.64546 3.02521  -0.142
H9 -1.94260 -0.13130 1.75329  0.102
H10 -1.75999 -2.05478 3.35446  0.116
H11 -0.08302 -1.74770 5.24313  0.110
H12 1.93727 -0.35345 4.75439  0.088
H13 1.80669 1.37511 2.88595  0.098

The following is a DFT calculation (wB97M-V/def2-TZVPD) of an isolated ion of composition C10H13N2 and charge +1.

Its charge is +1. Its largest force on an atom is 3.29 eV Å⁻¹. Its HOMO energy is -13.20 eV. For the energy above the lowest of the compared OMol25 structures with the same formula, charge and spin, the calculation gives 390.52 kJ/mol. For the HOMO-LUMO gap, the calculation gives 8.95 eV.

Last column: Löwdin charge in e.
Element x y z (Å)
C1 -1.42164 0.06764 -2.36104  0.125
C2 -1.22835 0.79213 -1.29539  -0.349
N1 -1.80267 2.03456 -1.06275  0.186
C3 -1.48534 2.34335 0.16113  0.001
C4 -0.63937 1.37827 0.83005  -0.197
C5 -0.03439 1.36149 2.01393  0.041
C6 1.03736 0.32579 2.31006  -0.109
C7 1.51459 -0.22101 0.93267  -0.006
C8 0.83230 -0.10763 -0.18630  -0.260
C9 1.47913 -0.46526 -1.49543  -0.020
N2 -0.58530 0.27750 -0.05697  -0.108
C10 -1.37063 -1.00803 0.29471  0.097
H1 -0.97420 -0.91270 -2.37124  0.073
H2 -1.86208 0.44769 -3.28777  0.116
H3 -1.68702 3.29499 0.61094  0.136
H4 -0.18550 2.11184 2.80741  0.146
H5 1.94457 0.85169 2.83679  0.167
H6 0.64109 -0.41289 2.96401  0.105
H7 2.65587 -0.51263 0.83868  0.175
H8 2.53134 -0.15277 -1.54126  0.099
H9 0.88185 0.14701 -2.29345  0.103
H10 1.37742 -1.52551 -1.80061  0.102
H11 -1.12461 -1.85561 -0.48023  0.158
H12 -1.11157 -1.26070 1.28764  0.087
H13 -2.45364 -0.79038 0.30082  0.130

The following is a DFT calculation (wB97M-V/def2-TZVPD) of C10H13N2O5SYb as an isolated structure.

Its charge is +2. Its largest force on an atom is 6.08 eV Å⁻¹. Its multiplicity is 2. Its HOMO energy (spin up / spin down) is -15.81 / -16.31 eV. For the energy above the lowest of the compared OMol25 structures with the same formula, charge and spin, the calculation gives 261.83 kJ/mol. For the HOMO-LUMO gap (spin up / spin down), the calculation gives 4.96 / 5.73 eV.

Last column: Löwdin charge in e.
Element x y z (Å)
O1 -0.40953 -4.43093 -3.86670  0.055
C1 -1.01779 -3.57482 -4.31282  0.021
Yb1 -1.19874 1.02829 -2.36890  1.069
O2 1.35778 -1.40986 -1.79476  0.200
C2 0.50084 -0.63502 -1.87298  -0.018
C3 0.94334 1.87033 -2.99082  -0.017
O3 1.96269 2.16757 -3.43808  0.217
C4 -0.85853 0.90739 -4.86083  -0.322
O4 -0.51857 1.43500 -5.89072  0.208
C5 0.03145 -0.20355 -4.22254  -0.232
O5 0.47638 -1.19305 -4.70610  0.213
H1 -1.92154 1.04955 -4.19688  0.141
C6 -0.64415 -2.28541 2.71901  -0.063
C7 -0.18231 -1.40348 1.57606  -0.223
N1 -1.22855 -0.38540 1.27443  0.025
C8 -0.97115 0.90339 0.99174  -0.837
S1 -2.08054 1.84027 0.06751  0.594
N2 0.19746 1.44432 1.47004  -0.007
C9 0.42340 1.43382 2.94266  -0.219
C10 1.85293 1.83699 3.24699  -0.069
H2 -1.06955 -1.68912 3.53357  0.089
H3 0.20399 -2.85466 3.10831  0.095
H4 -1.40131 -2.99536 2.37138  0.089
H5 0.74820 -0.87418 1.80636  0.111
H6 -0.00135 -1.99788 0.66778  0.107
H7 -2.11243 -0.74314 0.90282  0.143
H8 0.35527 2.38476 1.09225  0.125
H9 -0.27862 2.13561 3.42379  0.139
H10 0.20928 0.42857 3.32007  0.104
H11 2.05499 2.86173 2.91870  0.086
H12 2.01271 1.78780 4.32721  0.094
H13 2.56392 1.16048 2.76145  0.083

The following is a DFT calculation (wB97M-V/def2-TZVPD) of an isolated ion of composition C10H13N2S and charge +1.

Its charge is +1. Its largest force on an atom is 4.96 eV Å⁻¹. Its HOMO energy is -12.16 eV. For the energy above the lowest of the compared OMol25 structures with the same formula, charge and spin, the calculation gives 90.84 kJ/mol. For the HOMO-LUMO gap, the calculation gives 8.14 eV.

Last column: Löwdin charge in e.
Element x y z (Å)
C1 1.93220 0.75806 1.82636  0.006
C2 0.68266 -0.03094 1.68691  -0.291
N1 -0.49895 0.35571 1.96397  0.257
C3 0.74991 -1.26201 0.86415  -0.043
C4 0.67951 -0.44301 -0.40524  -0.170
C5 1.77218 -0.18989 -1.20141  -0.046
C6 1.60306 0.51700 -2.33833  -0.063
C7 0.33003 0.94831 -2.66790  -0.066
C8 -0.79010 0.54503 -2.01757  -0.033
C9 -0.69412 -0.13773 -0.84761  -0.171
N2 -1.72514 -0.67237 -0.01700  -0.038
C10 -2.91717 -0.28211 0.01150  -0.657
S1 -4.08379 -1.05365 0.91410  0.862
H1 2.22257 0.84981 2.99770  0.161
H2 1.73531 1.87566 1.50845  0.145
H3 2.79118 0.49203 1.25589  0.066
H4 -1.13086 -0.33876 1.74444  0.060
H5 -0.88977 1.15549 2.43850  0.174
H6 -0.12451 -1.93895 0.99249  0.142
H7 1.66733 -1.81337 0.83405  0.132
H8 2.71372 -0.57171 -0.85275  0.125
H9 2.41384 0.72110 -3.04886  0.128
H10 0.26128 1.51083 -3.66523  0.149
H11 -1.70159 0.77245 -2.50672  0.113
H12 -3.41326 0.57876 -0.55814  0.115
H13 -3.58551 -2.34574 1.08825  -0.057